A gas-phase ion, C5H12NO (charge +1) at a distorted geometry, computed with ωB97M-V with the def2-TZVPD basis set.

Structure (XYZ):
```
19
Properties=species:S:1:pos:R:3:mulliken_charge:R:1
C -0.06952 0.17972 -1.41572 -0.73
C -0.37747 -0.75631 -0.29492 -0.18
H 0.37358 2.38000 0.13543 0.32
H 1.34587 1.68681 -2.06122 0.36
H 0.45421 -1.11529 0.28486 0.25
C 1.23120 0.98673 -1.23446 -0.51
H -2.71998 -1.78298 1.70854 0.37
H -1.07184 -1.91302 1.87986 0.38
C 1.26818 1.80083 0.04698 -0.61
H -2.49262 -0.59273 -0.31816 0.37
H 2.08174 0.29796 -1.28004 0.31
N -1.84665 -1.96439 1.21323 -0.27
H 0.05922 -0.41006 -2.32459 0.30
H 2.10683 2.49448 0.02154 0.36
H -0.85424 0.89459 -1.51938 0.40
H 2.24010 0.83046 1.44073 0.33
C -1.60625 -1.02586 0.09664 -0.31
H -1.90851 -2.94148 0.90729 0.36
O 1.30286 0.95448 1.21368 -0.52
```

Molecular weight: 102.16 u
SMILES string: [NH3+]/C=C/CCCO
Orbital gap: 10.02 eV
E: -8909.737 eV
Highest occupied orbital energy: -13.6 eV
ΔE to the lowest compared entry with this formula, charge and spin: 86.12 kJ/mol
Net charge: +1

---

A gas-phase ion, C5H12NO (charge +1) at a distorted geometry, computed with ωB97M-V with the def2-TZVPD basis set.

Structure (XYZ):
```
19
Properties=species:S:1:pos:R:3:mulliken_charge:R:1
C -0.81082 -0.51225 -0.13453 0.43
H 1.96870 -2.20337 -0.60854 0.33
H 0.18455 0.52077 1.29643 0.38
H -0.56199 2.49126 0.42094 0.37
H -1.59451 -0.73673 1.84559 0.36
H 2.41332 0.56777 0.11166 0.39
C 1.55987 -0.07524 -0.26108 -0.13
C -1.82820 -0.99255 0.81872 -1.23
H 1.44379 -1.78995 1.26128 0.29
H -0.62854 0.13807 -2.10839 0.41
H -2.70176 -0.36537 0.59089 0.36
H 0.94931 2.43331 -0.38051 0.35
H -1.87280 -2.02661 0.84577 0.37
C 1.57698 -1.54480 0.16319 -0.77
N 0.24205 0.48775 0.29659 -0.16
H -0.60835 1.83232 -1.14183 0.35
C 0.00536 1.91511 -0.24632 -0.84
H 1.52174 0.10707 -1.42546 0.27
O -1.25869 -0.24657 -1.34440 -0.53
```

Molecular weight: 102.16 u
Orbital gap (spin up / spin down): 9.29 / 8.21 eV
E: -8906.076 eV
Highest occupied orbital energy (spin up / spin down): -13.0 / -12.3 eV
ΔE to the lowest compared entry with this formula, charge and spin: 439.28 kJ/mol
Net charge: +1

---

2 unconnected molecules or ions with the total composition C5H12NO at a distorted geometry, computed with ωB97M-V with the def2-TZVPD basis set.

Structure (XYZ):
```
19
Properties=species:S:1:pos:R:3:mulliken_charge:R:1
C -1.10089 0.32389 -2.53153 -0.30
C 0.69507 -0.02745 -1.03042 -0.09
H 1.32309 -0.64665 -1.67912 0.38
H -0.68519 1.33343 -2.66229 0.36
H 0.81137 -0.25156 5.68413 0.20
N 0.50057 -0.18993 4.73812 -0.59
C -1.66130 -0.21198 -3.61769 -0.68
C 1.28484 0.57356 0.15378 -0.44
H -2.22295 -1.13079 -3.46814 0.25
H 2.36811 0.45579 0.13390 0.31
H -0.85616 -1.34214 -1.19662 0.39
H 0.62389 -0.97501 1.21373 0.33
H 1.01486 1.60410 0.39153 0.32
H -1.58419 0.22541 -4.59986 0.27
H -0.35630 0.31221 4.58567 0.21
H 1.17969 0.07681 4.04926 0.19
H -1.30577 0.12567 -0.32958 0.33
O 0.71561 -0.02095 1.35859 -0.41
C -0.74436 -0.23441 -1.19345 -0.05
```

Molecular weight: 102.16 u
Orbital gap: 4.26 eV
E: -8906.071 eV
Highest occupied orbital energy: -12.0 eV
ΔE to the lowest compared entry with this formula, charge and spin: 439.83 kJ/mol
Net charge: +1

---

2 unconnected molecules or ions with the total composition C5H12NO at a distorted geometry, computed with ωB97M-V with the def2-TZVPD basis set.

Structure (XYZ):
```
19
Properties=species:S:1:pos:R:3:mulliken_charge:R:1
H 0.21156 1.25216 -1.74522 0.30
H 1.50615 -2.47792 1.25826 0.29
C 0.99730 -1.63039 0.82102 -0.10
C -0.62853 1.54824 -1.11598 -1.21
H -2.65846 -1.91478 -0.10089 0.31
C -1.10350 -0.54635 0.14164 0.34
H -1.05565 1.32763 1.09219 0.39
H 1.54785 -0.78308 0.41338 0.26
H -2.90418 -0.26492 -0.88806 0.28
C -0.55742 0.86312 0.25171 -0.21
H 3.65947 1.02221 -0.26354 0.29
C -2.22797 -0.97169 -0.42487 -0.83
H -1.47891 1.24770 -1.73847 0.32
H -0.79877 -2.38541 1.05026 0.33
H -0.75442 2.62869 -1.13640 0.37
O 2.86096 0.73619 0.18952 -0.64
H 0.50176 1.04537 0.45221 0.16
N -0.26924 -1.61778 0.64030 0.02
H 3.15201 0.92101 1.10295 0.32
```

Molecular weight: 102.16 u
Orbital gap: 9.34 eV
E: -8908.969 eV
Highest occupied orbital energy: -14.3 eV
ΔE to the lowest compared entry with this formula, charge and spin: 160.23 kJ/mol
Net charge: +1

---

3 unconnected molecules or ions with the total composition C5H12NO at a distorted geometry, computed with ωB97M-V with the def2-TZVPD basis set.

Structure (XYZ):
```
19
Properties=species:S:1:pos:R:3:mulliken_charge:R:1
C -1.48576 -1.35145 2.06496 -0.54
C 2.11378 0.18986 -0.97797 -0.20
C -0.86856 -0.39285 3.16980 -0.95
H -1.76247 -1.22642 -0.07122 0.47
H 2.87595 0.83064 -3.87655 0.29
H 0.24343 -0.53980 3.08389 0.24
C -1.03501 -1.07569 0.68261 -0.10
H 2.57027 2.38814 -2.98214 0.32
H -3.71536 1.07297 -2.65501 -0.09
N 2.63385 0.67349 -1.85560 0.15
H 4.25864 1.64409 -2.88248 0.29
H -1.10607 -0.94040 4.10031 0.32
C 3.13278 1.46225 -2.91037 -0.54
H -4.37895 1.42530 -2.72106 0.09
O 0.05963 -0.67358 0.44825 -0.52
H -2.60081 -1.45544 2.31734 0.37
H -1.30429 0.49696 2.93146 0.37
H -1.16301 -2.37798 2.25858 0.31
H 1.53195 -0.15009 -0.12481 0.72
```

Molecular weight: 102.16 u
Orbital gap: 10.17 eV
E: -8906.885 eV
Highest occupied orbital energy: -14.0 eV
ΔE to the lowest compared entry with this formula, charge and spin: 361.29 kJ/mol
Net charge: +1

---

A gas-phase ion, C5H12NO (charge +1) at a distorted geometry, computed with ωB97M-V with the def2-TZVPD basis set.

Structure (XYZ):
```
19
Properties=species:S:1:pos:R:3:mulliken_charge:R:1
C -0.11296 1.82093 -0.30896 -2.12
H -2.10646 0.08625 -1.41836 0.39
C -1.92917 0.23506 -0.31293 -1.27
H -0.69615 -2.28454 0.63123 0.30
O -0.01030 -0.34588 1.82798 -0.57
H -2.30518 -0.64321 0.13657 0.35
H 2.07415 -0.23189 -0.74254 0.52
C -0.55152 0.45995 -0.13172 1.35
C 0.22933 -1.88395 0.09893 -0.91
H -2.60413 1.18382 -0.09186 0.40
H 0.21881 2.14579 0.56154 0.63
N 0.35661 -0.46845 0.53020 0.38
H -0.90604 2.33518 -0.71167 0.49
H 2.49653 -0.91982 0.79273 0.35
H 0.72229 1.88677 -0.90871 0.50
H 1.95393 0.95103 0.50013 0.37
H 1.16643 -2.30860 0.23567 0.37
H 0.14382 -1.89825 -0.92901 0.44
C 1.86000 -0.12018 0.24077 -0.97
```

Molecular weight: 102.16 u
Orbital gap (spin up / spin down): 8.22 / 8.22 eV
E: -8904.747 eV
Highest occupied orbital energy (spin up / spin down): -14.5 / -14.5 eV
ΔE to the lowest compared entry with this formula, charge and spin: 567.53 kJ/mol
Net charge: +1

---

2 unconnected molecules or ions with the total composition C5H12NO at a distorted geometry, computed with ωB97M-V with the def2-TZVPD basis set.

Structure (XYZ):
```
19
Properties=species:S:1:pos:R:3:mulliken_charge:R:1
H -2.42722 -1.53933 -3.12958 0.27
N 0.24491 0.65956 1.20047 0.15
H -0.38571 -3.22312 -3.12807 0.23
C 0.05470 -2.18348 -2.79286 -0.39
H -2.11868 0.13550 -2.05135 0.15
H 0.28976 -1.39995 1.49804 0.38
H 0.92980 0.49133 -0.69004 0.14
H 1.56676 -0.66854 0.78570 0.30
H 1.43811 -0.50060 2.53632 0.36
H -0.02273 1.68534 3.05217 0.34
H -1.48646 0.78391 2.54975 0.36
C 0.43591 1.14996 -0.01088 0.03
C 0.91718 -0.51575 1.62542 -0.85
H -0.02341 1.96809 -0.49088 0.32
C -1.80544 -0.81178 -2.62222 -0.36
O -0.52051 -1.05580 -2.48131 -0.16
H -0.99581 2.29810 1.64706 0.25
H 1.06876 -2.28545 -2.52070 0.27
C -0.64793 1.27671 2.13575 -0.79
```

Molecular weight: 102.16 u
Orbital gap: 4.71 eV
E: -8904.363 eV
Highest occupied orbital energy: -10.2 eV
ΔE to the lowest compared entry with this formula, charge and spin: 604.62 kJ/mol
Net charge: +1

---

A gas-phase ion, C5H12NO (charge +1) at a distorted geometry, computed with ωB97M-V with the def2-TZVPD basis set.

Structure (XYZ):
```
19
Properties=species:S:1:pos:R:3:mulliken_charge:R:1
C -1.46960 -0.34694 -0.90374 -0.54
H 2.27626 0.99657 1.11419 0.34
H -0.94458 -2.05942 0.30662 0.32
O -1.23635 1.39156 0.74412 -0.51
H 0.41627 -0.30916 1.19226 0.27
H 2.19313 -0.80916 -1.26203 0.37
H -2.37837 -0.16040 1.13022 0.28
H 2.76105 1.42603 -0.42538 0.36
C -2.19831 0.42336 0.22379 -0.50
N 2.69910 0.66344 0.24747 -0.25
H -0.10620 -1.99630 -1.26646 0.34
H -1.73650 2.10424 1.12205 0.29
H -2.18181 -0.81201 -1.58651 0.40
H -3.20025 0.64607 -0.14804 0.40
H 3.65194 0.36972 0.46138 0.37
H -0.94695 0.43100 -1.46359 0.33
C 1.90998 -0.48744 -0.27312 -0.24
C 0.68972 -0.69118 0.21073 -0.20
C -0.46322 -1.40309 -0.41782 -0.83
```

Molecular weight: 102.16 u
SMILES string: [NH3+]/C=C/CCCO
Orbital gap: 10.25 eV
E: -8909.301 eV
Highest occupied orbital energy: -13.8 eV
ΔE to the lowest compared entry with this formula, charge and spin: 128.15 kJ/mol
Net charge: +1

---

2 unconnected molecules or ions with the total composition C5H12NO2 at a distorted geometry, computed with ωB97M-V with the def2-TZVPD basis set.

Structure (XYZ):
```
20
Properties=species:S:1:pos:R:3:mulliken_charge:R:1
H -0.80308 -1.41313 -0.24724 0.37
H 1.08045 -0.30154 -1.68304 0.39
H 0.72805 1.31241 -1.37887 0.38
C 1.33221 0.46665 -0.93661 -0.55
C 0.34369 0.52991 0.43883 0.43
H 1.82192 -0.88159 1.04837 0.40
H 1.08278 2.53226 0.77099 0.27
H 1.72908 1.31539 1.82347 0.28
O 2.58422 0.89989 -0.79523 -0.86
N 0.14453 -1.78710 0.01067 -0.71
H -3.61870 -0.99920 0.92339 0.12
C 1.02069 -0.73450 0.34272 0.00
H -0.71582 0.41012 0.24291 0.08
H -2.86521 0.62450 0.75995 0.13
H 0.14940 1.91082 2.16892 0.40
H -4.12018 0.11208 -0.34928 0.17
O -2.27117 -0.86087 -0.60722 -0.90
H 0.52295 -2.30952 -0.77383 0.28
C 0.80668 1.64700 1.34151 -1.13
C -3.20488 -0.26189 0.17520 -0.53
```

Molecular weight: 118.16 u
Orbital gap: 7.38 eV
E: -10960.828 eV
Highest occupied orbital energy: -3.5 eV
ΔE to the lowest compared entry with this formula, charge and spin: 594.53 kJ/mol
Net charge: -1

---

A gas-phase ion, C5H12NO2 (charge -1) at a distorted geometry, computed with ωB97M-V with the def2-TZVPD basis set.

Structure (XYZ):
```
20
Properties=species:S:1:pos:R:3:mulliken_charge:R:1
H 0.71968 1.34139 -3.08260 0.25
H 0.33494 -0.84115 -0.46624 0.08
H -0.27075 0.08836 2.73857 0.20
C -1.13844 -0.03108 0.83367 -0.07
H -1.84682 -0.97488 2.66535 0.29
H -1.58376 0.97338 0.91755 0.44
H 1.17835 -0.27408 -2.25334 0.28
H 0.60425 2.03539 -0.49108 0.34
C 0.21305 1.16523 -1.02515 -0.99
C 0.19218 0.06426 0.12554 -0.29
H 0.96173 0.34464 0.84807 0.32
H -0.82017 1.22138 -1.37164 0.41
H 2.57657 1.52264 -1.13546 0.30
O 2.45833 1.26916 -2.03257 -0.55
N -2.00585 -0.86044 -0.03749 -0.71
C -0.85602 -0.76694 2.24469 -0.73
O 0.01974 -1.77582 2.19430 -0.83
C 1.09927 0.81205 -2.20301 -0.25
H -1.65103 -1.81238 0.06191 0.27
H -2.96918 -0.86306 0.28090 0.25
```

Molecular weight: 118.16 u
SMILES string: N[C@@H](C[O-])CCCO
Orbital gap: 6.07 eV
E: -10963.479 eV
Highest occupied orbital energy: -2.3 eV
ΔE to the lowest compared entry with this formula, charge and spin: 338.79 kJ/mol
Net charge: -1

---

2 unconnected molecules or ions with the total composition C5H12NO2 at a distorted geometry, computed with ωB97M-V with the def2-TZVPD basis set.

Structure (XYZ):
```
20
Properties=species:S:1:pos:R:3:mulliken_charge:R:1
H -1.71928 1.71244 -1.01468 0.24
C -1.04008 0.22052 1.18699 -1.44
H -1.51807 0.65352 -2.36732 0.34
C 2.40654 -0.28827 1.67970 -0.81
H -1.32534 -1.36357 -0.29789 0.33
C -1.78290 0.65309 -1.29929 -0.53
H -0.47706 -0.44192 1.84274 0.27
C -1.02215 -0.34004 -0.19432 0.73
H 1.96563 0.69916 1.96869 0.18
H 3.50432 -0.16102 1.83438 0.27
O 2.02604 -0.72485 0.45610 -0.78
H 2.07483 -0.95428 2.51840 0.21
H -2.04637 0.55320 1.44958 0.42
C -0.00404 0.12526 -0.99449 -0.28
H 1.38722 -1.06245 -1.55915 0.37
H -0.53258 1.17802 1.13702 0.25
N 0.65348 -0.53099 -2.04295 -0.69
O -3.08426 0.25926 -1.16863 -0.83
H 0.01214 -1.19822 -2.45982 0.31
H 0.52192 1.01115 -0.67506 0.42
```

Molecular weight: 118.16 u
Orbital gap: 7.34 eV
E: -10960.405 eV
Highest occupied orbital energy: -3.3 eV
ΔE to the lowest compared entry with this formula, charge and spin: 635.36 kJ/mol
Net charge: -1

---

A molecular structure, C5H12NO2 at a distorted geometry, computed with ωB97M-V with the def2-TZVPD basis set.

Structure (XYZ):
```
20
Properties=species:S:1:pos:R:3:mulliken_charge:R:1
N 1.25909 0.70034 0.82283 -0.53
C -0.65714 -0.12736 -0.53420 -0.45
C 0.22022 -0.38138 0.65375 0.12
H -2.17155 -2.01410 -2.51983 0.14
H -0.05116 2.08928 -0.29267 0.21
C 0.27723 -0.37853 -1.67516 -0.87
H 0.09749 -1.43576 2.39207 0.15
H 0.33815 0.44650 -2.35957 0.36
C -0.52199 -0.54091 2.13841 -0.40
H 1.66180 1.97665 -1.00481 0.19
O -1.44233 -2.60473 -2.24153 -1.16
H -1.60837 0.36120 -0.33261 0.56
H 1.12252 -1.04256 -1.62610 0.21
H 0.79230 -1.34705 0.64273 0.06
H 1.26891 2.79685 0.69339 0.35
O -0.42937 0.56430 2.98801 -0.97
C 1.07827 1.91141 -0.04856 -0.73
H -1.55241 -0.87136 1.86036 0.28
H -0.68094 -1.04275 -1.37060 0.10
H 0.99927 0.93993 1.81409 0.37
```

Molecular weight: 118.16 u
Expectation value of S²: 0.7555
Orbital gap (spin up / spin down): 5.31 / 6.22 eV
Spin multiplicity: 2
E: -10955.517 eV
Highest occupied orbital energy (spin up / spin down): 1.4 / 0.4 eV
ΔE to the lowest compared entry with this formula, charge and spin: 589.59 kJ/mol
Net charge: -2